The following is a DFT calculation (ωB97M-V/def2-TZVPD) of a 2-piece molecular cluster, C3H3Cl3Si overall at a distorted geometry.

Geometry as XYZ:
```
10
C3H3Cl3Si | the OMol25 dataset | ωB97M-V/def2-TZVPD
C -1.5369 -1.0667 0.6890
C -0.6619 -0.3204 0.1269
C -1.8627 -0.6172 -0.6778
Si 2.3410 0.9794 0.0651
Cl 2.4891 0.5482 2.0504
Cl 3.5905 0.1838 -1.2052
Cl 2.1870 2.9582 -0.2299
H -2.0155 -1.4804 1.4420
H -1.7440 -1.2342 -1.4400
H -2.7866 0.0492 -0.8206
```

Results
ΔE to the lowest compared entry with this formula, charge and spin = 119.0 kcal per mole
E_LUMO (spin up / spin down) = -0.047 / -0.035 hartree
Kohn-Sham gap (spin up / spin down) = 6.53 / 8.05 eV

---

The following is a DFT calculation (ωB97M-V/def2-TZVPD) of a 2-piece molecular cluster, C4H8NO2 overall at a distorted geometry.

Geometry as XYZ:
```
15
C4H8NO2 | the OMol25 dataset | ωB97M-V/def2-TZVPD
C -2.3910 0.4883 -0.2177
C -1.5712 -0.6564 -0.4166
C 1.3121 1.0878 -0.5641
C 0.5182 0.1824 0.3038
N 0.9978 -1.1404 0.6044
O -2.8607 0.4664 0.9283
O -1.4681 -1.8450 -0.3465
H -2.7915 1.1932 -1.0572
H 0.8128 1.4725 -1.5482
H 1.6386 1.9410 -0.1117
H 2.3106 0.5028 -0.7018
H 0.0752 0.7237 1.0437
H 0.2138 -1.8314 0.3251
H 1.2348 -1.2655 1.6055
H 1.9688 -1.3195 0.1530
```

Results
Net charge = +1
ΔE to the lowest compared entry with this formula, charge and spin = 116.1 kcal per mole
E_LUMO (spin up / spin down) = -0.189 / -0.189 hartree
Kohn-Sham gap (spin up / spin down) = 8.14 / 8.13 eV

---

The following is a DFT calculation (ωB97M-V/def2-TZVPD) of CH2ClFO3S as an isolated structure at a distorted geometry.

Geometry as XYZ:
```
9
CH2ClFO3S | the OMol25 dataset | ωB97M-V/def2-TZVPD
C 0.6180 0.4517 -1.5620
O -1.3189 0.7815 1.0508
O 0.8382 -0.0404 1.6849
O -0.4356 -1.0408 -0.1713
F -1.1902 -1.3484 2.0571
S -0.4513 -0.2977 1.1510
Cl 1.1125 1.3840 -0.4235
H -0.3215 0.5985 -1.9709
H 1.1487 -0.4885 -1.8162
```

Results
ΔE to the lowest compared entry with this formula, charge and spin = 22.6 kcal per mole
E_LUMO (spin up / spin down) = 0.025 / -0.189 hartree
2S+1 = 3
Expectation value of S² = 2.014
Kohn-Sham gap (spin up / spin down) = 8.30 / 5.84 eV

---

The following is a DFT calculation (ωB97M-V/def2-TZVPD) of C18H21ClN2O3Zr as an isolated structure at a distorted geometry.

Geometry as XYZ:
```
46
C18H21ClN2O3Zr | the OMol25 dataset | ωB97M-V/def2-TZVPD
C -2.0430 2.8291 -0.7110
C -3.1642 2.0491 -0.2749
C -3.1212 0.7762 -0.9505
H -3.9478 2.3691 0.4041
C -2.0023 0.8039 -1.8543
C -1.3435 2.0694 -1.7110
H -0.5192 2.4230 -2.3321
H -1.7843 3.8352 -0.3806
H -3.8646 -0.0148 -0.8881
H -1.7804 0.0428 -2.6030
Zr -1.2280 0.8782 0.4418
Cl -2.3464 0.4650 2.5169
C -2.7962 -3.2488 1.1208
C -3.0001 -3.4730 -0.2775
C -4.2805 -2.9404 -0.6268
H -2.2628 -3.8781 -0.9611
C -4.9204 -2.4964 0.5784
C -3.9956 -2.6895 1.6567
H -4.1532 -2.4016 2.6856
H -1.8536 -3.3685 1.6445
H -4.7688 -3.0111 -1.6035
H -5.9409 -2.1002 0.6419
C 3.3811 2.3545 1.6831
C 3.4724 0.8536 1.5701
C 2.7848 0.1991 0.3308
C 3.4523 0.6671 -1.0004
C 2.9784 1.9691 -1.5939
C 3.0858 -1.2968 0.4552
O 4.1235 -1.7336 0.9293
N 2.1427 -2.1491 -0.0725
C 0.7855 -1.8769 -0.3150
O 0.0213 -2.6957 -0.7778
N 0.4106 -0.5842 0.0598
C 1.3008 0.3739 0.3333
O 0.7366 1.5303 0.6551
H 4.2216 2.8379 1.1712
H 3.4202 2.6442 2.7403
H 2.4221 2.6927 1.2741
H 4.5197 0.5194 1.5391
H 3.0209 0.3978 2.4554
H 4.5308 0.7054 -0.7760
H 3.3126 -0.1193 -1.7571
H 3.0289 2.7792 -0.8665
H 3.6041 2.2506 -2.4496
H 1.9573 1.9033 -1.9805
H 2.4030 -3.1412 -0.1237
```

Results
E_LUMO (spin up / spin down) = -0.070 / -0.070 hartree
Kohn-Sham gap (spin up / spin down) = 3.60 / 3.63 eV